26
Properties=species:S:1:pos:R:3 method="wB97M-V/def2-TZVPD" de_lowest_kj_mol=5.4 e_lumo_ev="2.69 / 2.68" total_charge=-1 gap_ev="5.54 / 5.91" homo_ev="-2.85 / -3.23" multiplicity=6 s2=8.77
Mn 0.992 -0.258 0.443
N 3.156 -0.774 -0.146
C 3.933 0.436 -0.403
C 3.402 1.568 0.463
N 1.988 1.815 0.169
H 3.217 -1.077 0.832
H 3.385 -1.538 -0.766
H 3.826 0.687 -1.463
H 5.006 0.310 -0.213
H 4.034 2.455 0.344
H 3.428 1.252 1.510
H 1.828 2.360 -0.667
H 1.519 2.231 0.965
F -5.959 -0.934 0.789
C -4.730 -0.844 0.261
C -4.150 -1.941 -0.346
F -4.821 -3.100 -0.406
C -2.879 -1.834 -0.890
F -2.387 -2.939 -1.462
C -2.152 -0.653 -0.852
Se -0.403 -0.537 -1.629
C -2.765 0.426 -0.239
F -2.155 1.615 -0.150
C -4.035 0.348 0.314
F -4.592 1.418 0.895
S 1.313 -0.493 2.646

---

68
Properties=species:S:1:pos:R:3 method="wB97M-V/def2-TZVPD" de_lowest_kj_mol=215.2 e_lumo_ev="3.61 / 2.20" total_charge=-2 gap_ev="5.42 / 4.87" homo_ev="-1.82 / -2.66" multiplicity=6 s2=8.79
Ir 1.583 2.240 0.883
S 0.444 5.867 -1.996
Sb -0.270 5.550 0.226
S 1.778 4.825 1.179
S -0.562 1.873 -0.001
S -0.700 7.665 1.160
I 1.021 0.152 3.811
C 1.044 2.096 2.841
H 1.683 2.684 3.491
H 0.014 2.408 2.967
C 3.650 -2.285 1.989
C 2.383 -2.424 1.134
As 2.057 -0.800 0.085
C 3.710 -0.886 -0.986
C 4.126 -2.263 -1.519
C 0.796 -1.524 -1.232
C -0.300 -2.376 -0.583
H 3.804 -3.174 2.611
H 3.579 -1.422 2.656
H 4.546 -2.153 1.371
H 1.506 -2.558 1.760
H 2.451 -3.288 0.467
H 4.498 -0.474 -0.356
H 3.577 -0.184 -1.809
H 4.254 -2.993 -0.711
H 5.081 -2.196 -2.054
H 3.390 -2.669 -2.217
H 1.340 -2.095 -1.986
H 0.357 -0.662 -1.727
H 0.099 -3.310 -0.171
H -1.076 -2.637 -1.310
H -0.784 -1.837 0.238
S -3.637 -3.116 1.443
P -3.521 -1.335 0.564
S -1.716 0.706 1.148
C -5.042 -0.330 0.913
C -5.126 1.000 0.484
C -6.248 1.776 0.774
C -7.300 1.237 1.510
C -7.218 -0.077 1.956
C -6.093 -0.853 1.666
C -3.563 -1.484 -1.276
C -3.188 -0.377 -2.047
C -3.152 -0.454 -3.440
C -3.479 -1.645 -4.080
C -3.827 -2.759 -3.319
C -3.861 -2.683 -1.924
H -4.296 1.445 -0.062
H -6.289 2.808 0.438
H -8.169 1.844 1.745
H -8.030 -0.505 2.539
H -6.016 -1.876 2.022
H -2.893 0.548 -1.551
H -2.856 0.414 -4.020
H -3.450 -1.708 -5.163
H -4.067 -3.696 -3.811
H -4.117 -3.550 -1.321
Cl 4.301 1.740 3.514
C 4.687 1.957 1.825
C 3.648 2.158 0.934
C 4.045 2.361 -0.382
Cl 2.668 2.565 -1.465
C 5.340 2.371 -0.850
Cl 5.675 2.639 -2.525
C 6.361 2.128 0.066
Cl 8.011 2.068 -0.467
C 6.031 1.919 1.408
Cl 7.308 1.613 2.544

---

65
Properties=species:S:1:pos:R:3 method="wB97M-V/def2-TZVPD" de_lowest_kj_mol=19.4 e_lumo_ev="2.80 / 2.72" total_charge=-1 gap_ev="3.35 / 3.87" homo_ev="-0.55 / -1.15" multiplicity=1
Y -0.079 0.018 0.005
Cl -2.248 0.192 1.650
N 0.151 2.166 -0.139
N -0.001 -2.156 0.189
C -0.879 2.967 -0.571
C -0.864 -3.017 -0.442
C 1.139 2.965 0.631
C 0.353 4.274 0.801
C 2.356 3.029 -0.287
C 1.511 2.285 1.937
H 2.024 3.065 -1.330
H 3.001 2.153 -0.135
H 2.876 3.945 -0.007
H 0.679 2.367 2.632
H 2.397 2.768 2.384
H 1.746 1.218 1.831
C 0.837 -2.893 1.181
C 0.632 -4.318 0.660
C 0.245 -2.682 2.565
C 2.276 -2.347 1.094
H 2.621 -2.389 0.048
H 2.881 -3.028 1.706
H 2.376 -1.316 1.496
H -0.822 -2.946 2.574
H 0.311 -1.619 2.830
H 0.827 -3.272 3.276
O -0.592 -4.293 -0.205
H 0.437 -5.021 1.463
H 1.462 -4.572 0.000
O -0.752 4.228 -0.200
H 0.976 5.129 0.575
H -0.141 4.295 1.776
C -2.018 2.456 -1.385
C -1.944 -2.576 -1.374
C -1.615 -1.290 -2.106
H -2.847 -2.427 -0.732
H -2.094 -3.433 -2.073
C -2.072 -0.063 -1.556
C -1.665 1.174 -2.115
H -2.649 -0.071 -0.611
C -1.007 1.179 -3.365
C -0.670 -0.043 -3.959
C -0.573 2.480 -3.996
C -0.950 -1.272 -3.353
H -0.142 -0.038 -4.922
C -0.451 -2.559 -3.963
H -0.040 -2.338 -4.955
H -1.251 -3.305 -4.067
H 0.353 -2.990 -3.348
H -1.400 3.198 -4.065
H -0.194 2.270 -5.002
H 0.245 2.936 -3.417
H -2.277 3.292 -2.083
H -2.859 2.268 -0.674
C 1.398 0.286 4.398
C -0.076 0.369 4.038
C -0.825 1.512 4.740
O 0.034 0.374 2.600
H 1.882 1.209 4.168
H 1.880 -0.496 3.837
H 1.484 0.050 5.470
H -0.583 -0.562 4.337
H -0.415 2.472 4.463
H -1.896 1.455 4.499
H -0.700 1.358 5.823

---

88
Properties=species:S:1:pos:R:3 method="wB97M-V/def2-TZVPD" e_lumo_ev="4.44 / 4.25" total_charge=-2 gap_ev="5.02 / 5.09" homo_ev="-0.58 / -0.84" multiplicity=2 s2=0.77
Hg -0.053 -0.998 0.511
C -2.468 1.800 -0.059
C -1.561 2.315 -1.177
C -2.101 1.819 -2.523
C -1.539 3.848 -1.150
O -0.267 1.781 -0.936
Si 1.213 2.044 -1.639
S 2.567 0.678 -0.959
O 1.659 3.644 -1.375
C 2.274 4.213 -0.227
C 1.780 3.585 1.081
C 3.794 4.039 -0.319
C 1.912 5.702 -0.250
O 0.856 2.127 -3.259
C 1.613 2.056 -4.448
C 0.630 1.645 -5.553
C 2.734 1.019 -4.385
C 2.211 3.435 -4.749
H -3.475 2.208 -0.165
H -2.060 2.085 0.912
H -2.517 0.711 -0.102
H -3.154 2.088 -2.641
H -1.999 0.732 -2.561
H -1.512 2.237 -3.334
H -2.516 4.258 -1.417
H -0.786 4.218 -1.845
H -1.279 4.197 -0.148
H 2.145 2.561 1.157
H 0.690 3.551 1.100
H 2.140 4.157 1.940
H 4.008 2.977 -0.427
H 4.277 4.416 0.586
H 4.184 4.573 -1.189
H 0.832 5.820 -0.143
H 2.216 6.132 -1.207
H 2.415 6.234 0.561
H 0.203 0.675 -5.295
H 1.139 1.569 -6.516
H -0.181 2.372 -5.628
H 2.315 0.035 -4.176
H 3.419 1.250 -3.572
H 3.273 0.996 -5.336
H 1.415 4.174 -4.862
H 2.809 3.411 -5.663
H 2.841 3.736 -3.912
C -4.008 -2.478 -0.734
Si -2.962 -4.002 -0.251
C -2.962 -4.056 1.653
C -4.099 -5.464 -0.776
As -0.956 -3.957 -1.359
Si 0.553 -4.955 0.065
C 2.276 -4.567 -0.650
C 0.500 -6.881 0.080
C 0.656 -4.507 1.914
H -5.076 -2.603 -0.534
H -3.885 -2.273 -1.800
H -3.657 -1.598 -0.191
H -3.963 -4.018 2.091
H -2.389 -3.207 2.033
H -2.472 -4.968 2.003
H -5.068 -5.464 -0.266
H -3.613 -6.422 -0.576
H -4.286 -5.417 -1.852
H 2.271 -4.718 -1.732
H 3.073 -5.180 -0.221
H 2.520 -3.518 -0.471
H 0.489 -7.264 -0.942
H -0.403 -7.241 0.580
H 1.363 -7.316 0.596
H 0.947 -3.460 2.029
H 1.386 -5.123 2.445
H -0.308 -4.624 2.410
C -0.420 1.396 6.141
Ge -0.190 -0.004 4.698
C 1.717 -0.523 4.874
C -1.201 -1.586 5.364
C -0.684 0.501 2.921
H -0.192 0.972 7.120
H -1.438 1.789 6.164
H 0.257 2.233 5.962
H 1.998 -0.685 5.916
H 2.373 0.240 4.453
H 1.893 -1.446 4.320
H -1.172 -1.656 6.453
H -0.755 -2.492 4.952
H -2.245 -1.563 5.051
H -0.205 1.422 2.589
H -1.763 0.559 2.777

---

Max |F|
In order: 0.5; 1.7; 5.3; 0.8
Unit: eV Å⁻¹